Entry 1:
# C4H6N2O

The molecule C4H6N2O (the ωB97M-V functional and the def2-TZVPD basis, OMol25).

The SMILES is COc1cc[nH]n1. The total energy is -340.7361 hartree. The energy above the lowest of the compared OMol25 structures with the same formula, charge and spin comes out at 36.9 kcal per mole.

CARTESIAN COORDINATES (ANGSTROEM)
1 C 0.895 0.515 -2.039
2 O 1.398 0.213 -0.744
3 C 0.400 0.018 0.137
4 C 0.458 0.009 1.555
5 C -0.797 -0.423 1.920
6 N -1.507 -0.570 0.784
7 N -0.795 -0.303 -0.317
8 H 1.704 0.994 -2.578
9 H 0.537 -0.380 -2.570
10 H 0.094 1.245 -1.900
11 H 1.265 0.282 2.218
12 H -1.224 -0.663 2.882
13 H -2.429 -0.939 0.653

Mulliken population analysis, charges in e, atoms 1 to 5: -0.631 -0.394 0.600 -0.498 -0.356


Entry 2:
# C4H6N2O

The molecule C4H6N2O (the ωB97M-V functional and the def2-TZVPD basis, OMol25).

The SMILES is COc1c[nH]cn1. The total energy is -340.7567 hartree. The energy above the lowest of the compared OMol25 structures with the same formula, charge and spin comes out at 24.0 kcal per mole.

CARTESIAN COORDINATES (ANGSTROEM)
1 C -1.610 0.671 -1.532
2 O -0.844 1.239 -0.481
3 C -0.043 0.363 0.162
4 C 1.153 0.667 0.755
5 N 1.577 -0.531 1.297
6 C 0.646 -1.466 0.994
7 N -0.354 -0.959 0.309
8 H -0.956 0.186 -2.267
9 H -2.139 1.503 -2.002
10 H -2.321 -0.071 -1.156
11 H 1.709 1.586 0.839
12 H 2.442 -0.689 1.787
13 H 0.740 -2.500 1.296

Mulliken population analysis, charges in e, atoms 1 to 5: -0.648 -0.399 0.616 -0.549 -0.022


Entry 3:
# C4H6N2O

The molecule C4H6N2O (the ωB97M-V functional and the def2-TZVPD basis, OMol25).

The SMILES is Cc1ncc(O)[nH]1. The total energy is -340.7745 hartree. The energy above the lowest of the compared OMol25 structures with the same formula, charge and spin comes out at 12.8 kcal per mole.

CARTESIAN COORDINATES (ANGSTROEM)
1 C 2.173 -0.186 0.105
2 C 0.709 -0.129 -0.183
3 N 0.105 -0.642 -1.221
4 C -1.245 -0.401 -1.042
5 C -1.437 0.264 0.133
6 O -2.511 0.743 0.807
7 N -0.195 0.441 0.681
8 H 2.700 -0.446 -0.815
9 H 2.401 -0.952 0.856
10 H 2.558 0.772 0.472
11 H -1.983 -0.717 -1.768
12 H -3.301 0.316 0.457
13 H -0.007 0.917 1.549

Mulliken population analysis, charges in e, atoms 1 to 5: -1.018 0.460 -0.618 -0.381 0.402


Number 1: HOMO-LUMO gap 0.3604 hartree. Number 2: HOMO-LUMO gap 0.3353 hartree. Number 3: HOMO-LUMO gap 0.3211 hartree.